No. 1
C3H3ClNO | ωB97M-V with the def2-TZVPD basis set

Calculated values
charge = +1
HOMO (spin up / spin down) = -14.615 / -15.479 eV
energy = -705.75708 Eh
lowest unoccupied orbital energy (spin up / spin down) = -8.3 / -7.4 eV
energy relative to the best compared isomer or geometry (same formula, charge and spin) = 459.7 kJ/mol
gap between HOMO and LUMO (spin up / spin down) = 6.27 / 8.10 eV

Each line ends with the Mulliken charge.
Element x y z (Å)
C -0.04187 -0.00594 -0.42183  -0.462
C -0.94087 -0.84459 -0.04056  -0.045
C 0.17330 1.45151 -0.04292  0.410
N -1.12114 1.64118 0.55403  0.089
O -2.07514 2.11551 0.05868  -0.137
Cl 0.49904 2.62941 -1.28878  -0.033
H 0.95979 -0.34598 -0.54710  0.385
H -1.70445 -1.53965 0.04269  0.444
H 0.80420 1.49739 0.75828  0.350

Atoms 1-6, force components in eV/Å:
C -0.28 -1.47 1.31
C 2.02 3.22 -0.95
C -1.92 1.20 -3.21
N -4.37 0.18 1.63
O 2.18 -0.30 -0.01
Cl 0.32 -0.51 0.08

No. 2
C29H37Br2GaN5O2S | ωB97M-V with the def2-TZVPD basis set

Calculated values
charge = -1
HOMO = -5.376 eV
energy = -9022.58213 Eh
lowest unoccupied orbital energy = 2.0 eV
energy relative to the best compared isomer or geometry (same formula, charge and spin) = 0.0 kJ/mol
gap between HOMO and LUMO = 7.36 eV

Each line ends with the Mulliken charge.
Element x y z (Å)
C -4.89105 2.68029 2.55696  -1.509
C -3.75958 2.42675 1.57541  0.406
O -3.14440 3.63241 1.20327  -0.457
Ga -2.94669 3.70548 -0.66376  0.248
S -1.78944 5.58035 -1.31384  -0.459
C -1.89595 2.02966 -1.20890  0.168
C -0.42953 2.15563 -1.27579  -0.587
O 0.16460 2.21935 -2.34819  -0.746
N 0.36071 2.11491 -0.06669  0.333
C 0.19404 0.84271 0.61847  -0.928
C 0.17169 3.24201 0.83287  -0.874
C -4.81813 3.72213 -1.49231  0.087
Br -5.31152 2.39803 -2.80066  -0.265
C -5.72612 4.64657 -1.17494  0.313
C -7.11476 4.82510 -1.69222  -1.403
Br -5.27640 6.01352 0.08460  -0.161
H -5.53685 3.46859 2.19154  0.287
H -5.45807 1.76329 2.69020  0.394
H -4.45212 2.95323 3.51024  0.328
H -3.04697 1.75207 2.06498  0.105
H -4.16394 1.88343 0.71141  0.195
H -1.05632 5.06915 -2.31055  0.073
H -2.24058 1.77880 -2.20556  0.451
H -2.16656 1.20898 -0.54716  0.097
H -0.66011 0.81839 1.30128  0.298
H 1.08559 0.66609 1.21534  0.414
H 0.14182 0.03236 -0.09963  0.129
H 0.56208 4.13592 0.36752  0.275
H -0.86088 3.40060 1.14334  0.281
H 0.75615 3.07909 1.73488  0.378
H -7.81245 4.77060 -0.86347  0.293
H -7.35709 4.11205 -2.46287  0.434
H -7.20613 5.82231 -2.11392  0.329
N -0.44119 -2.90330 -3.01582  -0.550
C 0.38891 -3.36409 -3.94932  -0.327
C 1.30894 -2.57235 -4.61860  -0.400
C 1.36314 -1.22295 -4.30334  -0.634
C 0.51138 -0.72031 -3.33600  -0.025
C -0.36810 -1.60405 -2.72444  -0.364
H 0.30889 -4.42461 -4.16616  0.344
H 1.96380 -3.00295 -5.36490  0.373
H 2.06782 -0.56799 -4.80197  0.543
H 0.53375 0.32974 -3.05646  0.473
H -1.05583 -1.25561 -1.96125  0.620
N -2.44303 -1.29884 3.08759  -0.362
C -1.98330 -1.65291 4.28426  -0.292
C -1.08641 -2.69156 4.48776  -0.489
C -0.64508 -3.40626 3.38536  -0.061
C -1.11540 -3.05204 2.13231  -0.462
C -2.00799 -1.99442 2.03928  -0.275
H -2.35458 -1.06858 5.11981  0.350
H -0.74274 -2.93161 5.48520  0.363
H 0.05873 -4.22011 3.49812  0.392
H -0.79531 -3.57906 1.24383  0.412
H -2.39492 -1.67875 1.07601  0.412
N 6.06108 2.22855 -2.43724  -0.551
C 6.88761 1.40524 -3.07841  -0.247
C 6.52040 0.15182 -3.54183  -0.339
C 5.21916 -0.27306 -3.32383  -0.327
C 4.34581 0.56876 -2.65781  -0.249
C 4.81330 1.80603 -2.23766  -0.341
H 7.89690 1.77569 -3.22574  0.341
H 7.23584 -0.47343 -4.05901  0.360
H 4.89008 -1.24597 -3.66787  0.418
H 3.32200 0.27645 -2.46595  0.459
H 4.15787 2.49471 -1.71716  0.491
N 2.62640 -4.64986 2.92118  -0.368
C 3.00602 -5.86771 2.54178  -0.162
C 4.13424 -6.50860 3.03081  -0.465
C 4.91347 -5.84561 3.96456  -0.134
C 4.53376 -4.57669 4.36898  -0.514
C 3.38526 -4.02707 3.81921  -0.115
H 2.36989 -6.34930 1.80703  0.348
H 4.39351 -7.50042 2.68698  0.352
H 5.80311 -6.31033 4.37009  0.356
H 5.11343 -4.02235 5.09394  0.353
H 3.05052 -3.03654 4.10823  0.366

Atoms 1-6, force components in eV/Å:
C 0.35 -0.31 -0.12
C -0.12 0.27 0.16
O 0.05 -0.08 -0.51
Ga 0.34 -0.09 -0.02
S -0.14 0.27 0.17
C 0.08 -0.03 -0.10

No. 3
C3H10S2 | ωB97M-V with the def2-TZVPD basis set

Calculated values
charge = 0
HOMO = -9.166 eV
structure (SMILES) = CSS.CC
energy = -916.65056 Eh
lowest unoccupied orbital energy = 0.5 eV
energy relative to the best compared isomer or geometry (same formula, charge and spin) = 35.1 kJ/mol
gap between HOMO and LUMO = 9.64 eV

Each line ends with the Mulliken charge.
Element x y z (Å)
C 2.24980 -0.48519 -2.84916  -0.741
S 3.54262 0.53935 -2.08633  -0.070
S 2.85126 0.46218 -0.10430  -0.219
H 2.05448 -1.33032 -2.18869  0.287
H 1.30200 0.03872 -2.88051  0.294
H 2.65080 -0.85679 -3.78545  0.277
H 3.61868 -0.59763 0.18683  0.169
C -2.80951 -0.02813 2.24217  -0.747
C -1.87163 0.58335 1.20443  -0.844
H -3.84374 0.01888 1.93013  0.275
H -2.47826 -1.04599 2.43549  0.252
H -2.62506 0.51227 3.17264  0.245
H -1.72977 -0.07143 0.34328  0.264
H -0.84989 0.67980 1.58278  0.244
H -2.06180 1.58092 0.79667  0.313

Atoms 1-6, force components in eV/Å:
C 0.12 -0.32 0.86
S -0.58 -0.01 0.59
S 0.54 0.06 -0.71
H 0.30 -0.15 -0.11
H 0.03 0.28 -0.61
H -0.31 0.17 -0.31

No. 4
C18H29IrO6PSbSe4 | ωB97M-V with the def2-TZVPD basis set

Calculated values
charge = -1
HOMO (spin up / spin down) = -4.573 / -4.575 eV
energy = -11446.68222 Eh
lowest unoccupied orbital energy (spin up / spin down) = 1.7 / 1.0 eV
energy relative to the best compared isomer or geometry (same formula, charge and spin) = 0.0 kJ/mol
expectation value of S² = 0.76
gap between HOMO and LUMO (spin up / spin down) = 6.28 / 5.61 eV
multiplicity = 2

Each line ends with the Mulliken spin population.
Element x y z (Å)
Ir 0.35313 -1.18929 0.48899  0.379
Se 1.11257 1.70156 4.62324  0.011
Sb -0.62091 0.34599 3.71928  -0.005
Se -0.52004 0.82996 1.08993  0.608
Se 0.33047 -1.83349 2.77689  -0.017
Se -2.78302 0.36032 4.68263  0.004
C 4.56459 -1.39433 -3.83279  0.000
C 4.40537 -1.29282 -2.32515  0.001
C 3.88545 0.08034 -1.92278  0.001
C 5.69652 -1.62105 -1.59402  0.000
O 3.47642 -2.37595 -1.97201  -0.001
P 2.15855 -2.23781 -1.12101  -0.030
O 1.09705 -1.35677 -1.73535  -0.004
O 2.41438 -1.75174 0.31326  0.014
O 1.62414 -3.71601 -0.97846  -0.001
C 1.60660 -4.84783 -1.88391  0.001
C 1.21428 -4.37358 -3.27645  0.001
C 0.53591 -5.75806 -1.30182  0.001
C 2.97103 -5.51979 -1.86954  0.000
H 5.22669 -0.60537 -4.19382  0.000
H 3.59431 -1.28344 -4.31808  0.000
H 4.98855 -2.36055 -4.11054  0.000
H 4.63778 0.82187 -2.19665  0.000
H 3.71675 0.14199 -0.84792  -0.001
H 2.95248 0.31714 -2.43225  0.000
H 6.47115 -0.89830 -1.85732  0.000
H 6.04297 -2.61939 -1.86450  0.000
H 5.53673 -1.58517 -0.51605  0.000
H 0.27591 -3.82033 -3.23108  0.000
H 1.08293 -5.23642 -3.93269  0.000
H 1.98188 -3.72697 -3.70447  0.000
H -0.42253 -5.23765 -1.26755  -0.001
H 0.80393 -6.05221 -0.28611  0.000
H 0.43229 -6.65617 -1.91394  0.000
H 3.74040 -4.83969 -2.23034  0.000
H 2.95376 -6.40218 -2.51282  0.000
H 3.22486 -5.83059 -0.85533  0.000
C -6.07145 -5.81362 -1.86198  0.000
C -5.13928 -4.78907 -1.27105  -0.001
C -5.13698 -3.47842 -1.72959  0.000
C -4.29925 -2.51613 -1.17574  -0.002
C -4.30131 -1.09797 -1.67876  0.003
C -3.44752 -2.89244 -0.14188  -0.008
C -3.42199 -4.20055 0.34004  0.001
C -2.49807 -4.57554 1.46628  -0.002
C -4.27647 -5.13234 -0.23603  0.000
C -2.53195 -1.86632 0.46977  -0.019
O -2.86247 -1.09938 1.33865  0.040
O -1.34776 -1.92105 -0.11323  0.025
H -6.39996 -5.51981 -2.85944  0.000
H -6.96380 -5.93767 -1.24360  0.000
H -5.58873 -6.78914 -1.93693  0.000
H -5.80201 -3.19450 -2.53967  0.000
H -5.05138 -0.96082 -2.45744  0.000
H -3.32542 -0.83000 -2.09027  0.000
H -4.50916 -0.39966 -0.86612  0.001
H -1.46204 -4.32238 1.23223  0.001
H -2.55645 -5.64288 1.67987  0.000
H -2.74958 -4.02200 2.37360  0.000
H -4.26480 -6.15353 0.13293  0.000

Atoms 1-6, force components in eV/Å:
Ir 0.05 -0.20 0.02
Se 0.07 0.04 0.01
Sb 0.05 0.11 0.00
Se -0.04 0.22 -0.06
Se -0.07 -0.08 0.15
Se -0.06 -0.07 -0.02

No. 5
C4H14NO | ωB97M-V with the def2-TZVPD basis set

Calculated values
charge = +1
HOMO = -14.861 eV
energy = -290.47264 Eh
lowest unoccupied orbital energy = -3.2 eV
energy relative to the best compared isomer or geometry (same formula, charge and spin) = 269.3 kJ/mol
gap between HOMO and LUMO = 11.63 eV

Each line ends with the Mulliken charge.
Element x y z (Å)
C -2.15704 -0.64126 -0.58439  -1.191
C -0.98294 0.37364 -0.49728  -0.032
N 0.23157 -0.20313 -1.50185  -0.277
C 1.46099 0.17786 -0.86976  -0.713
C 2.02911 -0.83325 0.10661  -0.746
H -3.05180 -0.34348 -0.16986  0.424
H -1.86154 -1.71718 -0.32600  0.280
H -2.48030 -0.63206 -1.63982  0.371
H -1.11982 1.39928 -0.80802  0.432
H -0.39041 0.55401 0.38098  0.093
H 0.17554 0.25779 -2.38620  0.349
H 0.24773 -1.31505 -1.74248  0.431
H 1.43148 1.24627 -0.60912  0.446
H 2.36970 0.28670 -1.54174  0.322
H 1.54824 -1.91046 -0.02096  0.239
H 3.20624 -0.90000 0.10816  0.325
H 1.47036 -0.55076 1.04895  0.239
H -0.76727 1.69830 2.31486  0.318
H -0.25986 1.22044 3.76990  0.323
O -0.53002 0.95826 2.90040  -0.633

Atoms 1-6, force components in eV/Å:
C 2.61 -0.85 -1.87
C 0.83 -1.94 -1.31
N -1.63 -2.20 0.46
C 4.86 0.69 -1.52
C -1.43 -1.50 1.95
H -1.58 0.71 1.87

No. 6
C17H19NS | ωB97M-V with the def2-TZVPD basis set

Calculated values
charge = 0
HOMO = -8.080 eV
structure (SMILES) = c1ccc(SCCN2CCc3ccccc3C2)cc1
energy = -1112.13444 Eh
lowest unoccupied orbital energy = 0.8 eV
energy relative to the best compared isomer or geometry (same formula, charge and spin) = 11.3 kJ/mol
gap between HOMO and LUMO = 8.89 eV

Each line ends with the Mulliken charge.
Element x y z (Å)
C 4.27848 -1.78774 2.69663  -0.512
C 3.62695 -1.44077 1.52668  -0.659
C 2.32242 -1.84372 1.29594  -0.338
C 1.65785 -2.59689 2.25367  0.843
S -0.00257 -3.18917 2.08239  -0.199
C -0.67827 -2.25459 0.67643  -0.778
C -0.86129 -0.77552 1.00742  -0.886
N -1.04433 -0.02018 -0.21033  0.216
C -2.33711 -0.24424 -0.85117  -0.604
C -3.04630 1.04689 -1.28062  -1.057
C -2.07728 1.92752 -2.00169  0.527
C -2.33402 2.55066 -3.21081  -0.822
C -1.36314 3.34519 -3.79738  -0.567
C -0.13387 3.50947 -3.18175  -0.583
C 0.13134 2.87814 -1.97796  -0.779
C -0.83972 2.09002 -1.38419  0.974
C -0.64689 1.37472 -0.08289  -0.936
C 2.31369 -2.95061 3.43014  -0.686
C 3.61665 -2.54999 3.64674  -0.437
H 5.29570 -1.46883 2.86700  0.370
H 4.13556 -0.85154 0.77739  0.375
H 1.84455 -1.56628 0.36982  0.312
H -1.63025 -2.73909 0.46257  0.439
H -0.02544 -2.38037 -0.18620  0.469
H 0.04214 -0.40858 1.50174  0.629
H -1.69953 -0.66128 1.71825  0.280
H -3.00045 -0.80307 -0.17842  0.393
H -2.16774 -0.86149 -1.74306  0.258
H -3.90603 0.80097 -1.90480  0.433
H -3.41178 1.56876 -0.39003  0.331
H -3.29290 2.41837 -3.69160  0.393
H -1.56494 3.83472 -4.73881  0.387
H 0.62253 4.12692 -3.64345  0.390
H 1.09264 3.00063 -1.49969  0.391
H -1.22720 1.89642 0.70370  0.254
H 0.40612 1.39681 0.21209  0.456
H 1.78777 -3.54194 4.16430  0.357
H 4.11666 -2.83028 4.56196  0.365

Atoms 1-6, force components in eV/Å:
C 0.10 0.04 -0.01
C 0.11 0.05 -0.02
C -0.01 -0.01 0.02
C -0.32 -0.01 -0.14
S -0.20 -0.09 -0.06
C 0.36 -0.07 0.52